[1]
The following is a quantum chemistry calculation of an isolated molecule of C5H10O at a distorted geometry, from OMol25.

Output
* ΔE to the lowest compared entry with this formula, charge and spin: 0.710 eV
* E_HOMO: -9.70 eV

CARTESIAN COORDINATES (ANGSTROEM)
O 1.511 2.291 0.822
C 0.942 1.226 0.760
C 0.386 0.656 -0.508
C 0.472 -0.882 -0.563
C -0.715 -1.640 0.012
C -2.127 -1.201 -0.364
H 0.729 0.685 1.704
H 0.866 1.141 -1.362
H -0.635 1.035 -0.611
H 1.420 -1.269 -0.185
H 0.549 -1.095 -1.636
H -0.663 -1.506 1.103
H -0.533 -2.715 -0.030
H -2.236 -1.099 -1.443
H -2.398 -0.217 0.021
H -2.818 -1.925 0.060

These are the Mulliken partial charges, in e, on atoms 1 to 4: -0.487, 0.008, -0.443, -0.699

***

[2]
The following is a quantum chemistry calculation of the ion C5H11N2 with charge +1 at a distorted geometry, from OMol25.

Output
* net charge: +1
* ΔE to the lowest compared entry with this formula, charge and spin: 1.107 eV
* E_HOMO: -14.49 eV

CARTESIAN COORDINATES (ANGSTROEM)
C 0.131 -1.963 1.841
C -0.462 -1.311 0.858
C -0.210 0.122 0.602
C 0.094 1.786 -1.180
C -0.023 -0.525 -1.751
N 0.063 0.920 1.609
N 0.025 0.374 -0.665
H 0.031 -3.000 2.157
H 0.868 -1.369 2.403
H -1.111 -1.782 0.132
H 1.139 2.200 -0.939
H -0.603 2.415 -0.764
H -0.120 1.825 -2.191
H -0.877 -1.273 -1.796
H 0.947 -1.062 -1.852
H 0.008 0.033 -2.667
H -0.163 0.677 2.613
H 0.264 1.931 1.592

These are the Mulliken partial charges, in e, on atoms 1 to 4: -0.827, -0.368, 1.001, -1.212

***

[3]
The following is a quantum chemistry calculation of an isolated molecule of C20H16ClN5O6S at a distorted geometry, from OMol25.

Output
* E_HOMO: -8.61 eV

CARTESIAN COORDINATES (ANGSTROEM)
O 0.757 -1.974 3.121
O -1.694 2.431 3.784
O 1.691 2.126 -3.255
O 0.979 -0.697 8.717
O 0.329 0.901 10.042
Cl -2.106 -3.306 -7.350
O -0.273 0.489 6.543
S -0.859 1.904 1.000
C 0.960 -1.606 1.951
C -1.091 1.488 4.292
C 1.031 1.184 -3.601
C -1.498 2.423 6.597
C -1.132 2.067 7.952
C -0.997 1.418 5.783
C 0.322 -0.413 1.359
C -0.275 0.628 2.063
C -0.342 0.937 7.861
C -0.358 1.057 -0.450
C 0.264 -0.133 -0.102
C -1.577 -0.834 -6.370
C 0.315 -2.376 -6.575
C -0.733 0.087 -5.744
C 1.138 -1.404 -5.957
C -1.062 -2.098 -6.743
C 0.620 -0.204 -5.521
N 1.914 -2.376 1.328
N -0.443 0.552 3.490
N 1.398 0.657 -4.808
N 0.033 0.700 -2.788
N 0.355 0.345 8.921
C -0.622 1.577 -1.814
C 0.661 -1.073 -1.178
C -0.068 -0.772 -2.516
H -2.052 3.317 6.270
H -1.383 2.664 8.832
H -2.676 -0.648 -6.472
H 0.677 -3.298 -6.991
H -1.134 1.045 -5.464
H 2.213 -1.613 -5.809
H 2.493 -2.848 2.014
H 2.403 -1.864 0.611
H 0.089 -0.210 3.957
H 2.305 0.969 -5.132
H -0.272 2.595 -1.914
H -1.721 1.597 -2.035
H 1.738 -0.872 -1.372
H 0.493 -2.112 -0.883
H 0.329 -1.434 -3.247
H -1.140 -0.990 -2.399

These are the Mulliken partial charges, in e, on atoms 1 to 4: -0.731, -0.690, -0.704, -0.546

***

[4]
The following is a quantum chemistry calculation of a cluster of 2 separate species, C2H7N2S in total at a distorted geometry, from OMol25.

Output
* net charge: -1
* ΔE to the lowest compared entry with this formula, charge and spin: 0.581 eV
* E_HOMO: -2.61 eV

CARTESIAN COORDINATES (ANGSTROEM)
C 0.705 2.113 0.620
S 1.326 1.861 -1.037
H 1.459 1.788 1.458
H -0.204 1.539 0.727
H 0.487 3.216 0.811
N 0.109 -1.225 -1.201
C -0.571 -1.555 -0.069
N -1.572 -2.379 -0.022
H -0.255 -1.524 -2.146
H 0.591 -0.335 -0.963
H -0.178 -1.133 0.926
H -1.899 -2.367 0.896

These are the Mulliken partial charges, in e, on atoms 1 to 4: -0.671, -0.698, 0.159, 0.156

***

[5]
The following is a quantum chemistry calculation of a structure of composition BrH12O6 at a distorted geometry, from OMol25.

Output
* net charge: -1
* ΔE to the lowest compared entry with this formula, charge and spin: 4.695 eV
* E_HOMO: -5.84 eV

CARTESIAN COORDINATES (ANGSTROEM)
Br 0.242 -0.267 0.196
O -0.921 -1.357 -1.867
H -1.768 -1.362 -1.421
H -0.289 -1.151 -1.178
O 2.154 -1.150 2.194
H 2.560 -0.283 2.203
H 1.629 -1.160 1.393
O 0.373 0.987 -2.295
H 0.178 0.513 -1.487
H -0.187 1.762 -2.260
O -1.180 -2.166 1.083
H -0.485 -1.650 0.675
H -0.740 -2.956 1.397
O -2.013 1.470 -0.030
H -1.097 1.193 -0.002
H -2.145 1.772 -0.929
O 1.172 2.249 0.551
H 1.545 2.218 1.432
H 0.971 1.337 0.343

These are the Mulliken partial charges, in e, on atoms 1 to 4: -0.711, -0.703, 0.331, 0.408

***

[6]
The following is a quantum chemistry calculation of an isolated molecule of C24H40O4, from OMol25.

Output
* ΔE to the lowest compared entry with this formula, charge and spin: 0.019 eV
* E_HOMO: -9.68 eV

CARTESIAN COORDINATES (ANGSTROEM)
C 3.629 2.012 0.666
H 2.953 2.189 1.496
H 3.280 2.581 -0.193
H 4.605 2.393 0.956
C 3.714 0.525 0.323
H 3.936 -0.033 1.238
C 2.410 -0.018 -0.288
H 2.254 0.512 -1.234
C 2.504 -1.537 -0.580
H 2.843 -1.709 -1.601
H 3.224 -2.008 0.090
C 1.101 -2.129 -0.369
H 0.800 -2.763 -1.200
H 1.046 -2.733 0.534
C 0.211 -0.899 -0.239
C -1.190 -1.060 0.354
H -1.108 -1.380 1.394
C -1.983 -2.152 -0.374
C -3.457 -2.153 0.043
C -4.127 -0.787 -0.086
C -4.314 -0.412 -1.559
H -3.350 -0.351 -2.068
C -5.037 0.927 -1.715
C -4.250 2.012 -0.981
C -4.079 1.633 0.485
H -3.557 2.432 1.011
H -5.074 1.554 0.932
C -3.360 0.288 0.715
C -3.469 -0.012 2.217
H -4.505 -0.217 2.483
H -2.871 -0.870 2.506
H -3.141 0.845 2.799
C -1.883 0.315 0.255
C -1.042 1.365 0.991
H -1.011 1.135 2.055
H -1.503 2.347 0.879
C 0.389 1.460 0.455
H 0.918 2.219 1.031
C 1.097 0.105 0.528
C 1.339 -0.302 1.982
H 1.889 0.477 2.504
H 1.914 -1.220 2.037
H 0.407 -0.460 2.515
H 0.362 1.794 -0.585
H -1.875 0.589 -0.804
H -3.277 2.142 -1.461
H -4.784 2.961 -1.057
O -5.256 1.250 -3.071
H -4.399 1.339 -3.506
H -6.043 0.853 -1.287
H -4.899 -1.190 -2.057
H -5.131 -0.867 0.349
H -3.508 -2.494 1.078
H -3.999 -2.882 -0.569
O -1.405 -3.402 -0.044
H -1.928 -4.099 -0.454
H -1.903 -1.992 -1.462
H 0.080 -0.490 -1.251
C 4.866 0.297 -0.668
C 6.249 0.529 -0.062
C 7.342 -0.027 -0.937
O 7.209 -0.827 -1.822
O 8.541 0.476 -0.602
H 9.236 0.093 -1.161
H 6.326 0.017 0.902
H 6.464 1.584 0.110
H 4.736 0.955 -1.530
H 4.845 -0.728 -1.036

These are the Mulliken partial charges, in e, on atoms 1 to 4: -1.785, 0.312, 0.287, 0.541

***

[7]
The following is a quantum chemistry calculation of a structure of composition C6H8N at a distorted geometry, from OMol25.

Output
* net charge: +1
* ΔE to the lowest compared entry with this formula, charge and spin: 5.787 eV
* E_HOMO: -15.28 eV

CARTESIAN COORDINATES (ANGSTROEM)
C -0.237 1.299 0.127
C -1.463 -0.159 -0.006
C -2.679 -0.620 -0.091
C -0.075 -0.767 0.197
C 0.865 0.467 0.424
C 2.068 0.575 -0.366
N -1.328 1.481 -0.237
H -3.521 -0.093 -0.370
H -2.687 -1.787 -0.076
H -0.147 -1.365 1.180
H 0.487 -1.371 -0.525
H 1.179 0.378 1.420
H 2.777 1.494 -0.098
H 1.896 0.698 -1.467
H 2.866 -0.230 -0.113

These are the Mulliken partial charges, in e, on atoms 1 to 4: 0.237, 0.409, -0.589, -0.614

***

[8]
The following is a quantum chemistry calculation of a cluster of 2 separate species, C4H8O2 in total, from OMol25.

Output
* ΔE to the lowest compared entry with this formula, charge and spin: 2.095 eV
* E_HOMO: -8.52 eV

CARTESIAN COORDINATES (ANGSTROEM)
O 0.267 0.809 -1.522
C 1.282 0.086 -0.979
C 1.512 -0.191 0.306
C 0.710 0.270 1.491
O -2.126 0.522 -0.108
C -2.303 -0.535 -0.671
H -0.404 1.017 -0.847
H 1.948 -0.274 -1.759
H 1.356 0.762 2.227
H 2.388 -0.801 0.512
H -0.078 0.980 1.222
H 0.225 -0.572 2.003
H -3.173 -1.172 -0.431
H -1.605 -0.900 -1.444

These are the Mulliken partial charges, in e, on atoms 1 to 4: -0.531, -0.279, 0.024, -1.008

***

[9]
The following is a quantum chemistry calculation of a cluster of 2 separate species, C2H6OS in total, from OMol25.

Output
* ΔE to the lowest compared entry with this formula, charge and spin: 0.710 eV
* E_HOMO: -9.00 eV

CARTESIAN COORDINATES (ANGSTROEM)
C -1.958 -0.365 -0.755
S -1.765 1.306 -0.025
H -1.482 -0.460 -1.739
H -2.997 -0.675 -0.863
H -1.407 -1.056 -0.121
H -3.056 1.533 0.005
O 2.841 -0.089 -0.250
C 3.198 -0.056 0.891
H 3.074 0.868 1.484
H 3.552 -1.006 1.373

These are the Mulliken partial charges, in e, on atoms 1 to 4: -0.726, -0.177, 0.264, 0.300

***

[10]
The following is a quantum chemistry calculation of a cluster of 2 separate species, C3H8N2 in total at a distorted geometry, from OMol25.

Output
* ΔE to the lowest compared entry with this formula, charge and spin: 2.455 eV
* E_HOMO: -9.48 eV

CARTESIAN COORDINATES (ANGSTROEM)
C -1.872 0.698 -0.025
C -3.109 0.746 -0.517
H -1.040 1.178 -0.540
H -1.478 -0.165 0.513
H -3.427 1.692 -0.944
H -3.859 -0.003 -0.299
N 1.275 -0.570 1.269
C 1.924 -0.752 0.079
N 1.738 -0.027 -0.960
H 0.721 0.279 1.317
H 1.666 -0.910 2.137
H 2.520 -1.663 0.075
H 2.240 -0.554 -1.670

These are the Mulliken partial charges, in e, on atoms 1 to 4: -0.470, -0.452, 0.235, 0.172

***

[11]
The following is a quantum chemistry calculation of a cluster of 2 separate species, CHNO3 in total at a distorted geometry, from OMol25.

Output
* ΔE to the lowest compared entry with this formula, charge and spin: 0.294 eV
* E_HOMO: -9.78 eV

CARTESIAN COORDINATES (ANGSTROEM)
C -1.262 0.322 -0.605
N 1.390 -0.010 0.814
O -1.638 -0.291 -1.501
O -0.946 0.993 0.296
O 1.442 -0.290 -0.367
H 1.014 -0.724 1.362

These are the Mulliken partial charges, in e, on atoms 1 to 4: 0.775, 0.035, -0.345, -0.414

***

[12]
The following is a quantum chemistry calculation of a cluster of 2 separate species, C8H13ClN6 in total at a distorted geometry, from OMol25.

Output
* expectation value of S²: 2.012
* net charge: +2
* ΔE to the lowest compared entry with this formula, charge and spin: 0.000 eV
* multiplicity: 3
* E_HOMO (alpha / beta): -14.62 / -16.41 eV

CARTESIAN COORDINATES (ANGSTROEM)
C 1.749 -1.097 -1.453
C 1.977 -2.352 0.722
C 2.657 -2.028 -1.967
C 2.877 -3.214 0.146
C 1.378 -1.295 -0.061
C 3.228 -3.080 -1.230
C -0.220 1.025 2.237
C -2.059 0.710 -1.674
N -0.232 1.192 3.531
N -0.631 1.759 1.325
N -2.902 0.851 -2.761
N 0.584 -0.312 0.407
N -1.165 1.514 -1.185
N 0.448 -0.094 1.666
Cl 4.237 -4.149 -1.986
H 1.492 -0.194 -1.973
H 1.570 -2.304 1.724
H 3.064 -1.871 -2.941
H 3.266 -4.159 0.670
H -0.366 2.189 3.724
H -0.100 0.593 4.323
H -0.949 2.710 1.432
H -2.040 -0.270 -1.247
H -3.255 -0.033 -3.155
H -2.821 1.705 -3.301
H -1.065 2.412 -1.494
H -0.769 1.269 -0.232
H 0.749 -0.755 2.378

These are the Mulliken partial charges, in e, on atoms 1 to 4: -0.445, -0.562, -0.357, -0.482

***

no.,E (a.u.)
1,-271.72651
2,-306.34279
3,-2355.25609
4,-588.11442
5,-3032.61931
6,-1239.53669
7,-287.74357
8,-307.63544
9,-553.17733
10,-228.55843
11,-319.10870
12,-1100.66460